The molecule C20H24ClNO5S. Source: OMol25; level of theory: ωB97M-V/def2-TZVPD.

Each line ends with the natural charge from an NBO analysis.
Positions of all 52 atoms, in Å:
C  -3.51416  -1.73105  2.47469  -0.636
C  -3.28324  -1.29274  1.06300  -0.024
C  -2.06816  -1.54544  0.43700  -0.346
C  -1.85168  -1.13447  -0.87101  0.391
O  -0.69016  -1.31229  -1.56741  -0.524
C  0.39256  -2.00074  -0.96160  0.015
C  1.43841  -2.27148  -2.04411  -0.628
C  1.05401  -1.29630  0.23918  0.687
O  1.09186  -1.89318  1.30089  -0.629
N  1.67208  -0.10262  0.04361  -0.455
C  1.17848  0.83858  -0.95191  -0.296
C  0.36366  1.92631  -0.32002  0.309
C  -0.75718  1.88608  0.45552  -0.331
C  -1.07317  3.23247  0.76426  -0.295
C  -0.12273  3.98993  0.15741  0.078
O  0.75693  3.20980  -0.49691  -0.424
C  2.50562  0.44523  1.12520  -0.046
C  3.43380  1.57378  0.63607  -0.431
C  4.46723  0.97981  -0.30224  -0.658
S  4.70483  -0.71799  0.34824  2.160
O  4.29408  -1.67349  -0.64424  -0.958
O  6.02485  -0.86518  0.89430  -0.941
C  3.46773  -0.59670  1.67318  -0.674
C  -2.86149  -0.46497  -1.55925  -0.279
C  -4.07968  -0.19841  -0.96162  -0.036
C  -5.16196  0.52303  -1.70013  -0.631
C  -4.27005  -0.62020  0.35280  0.016
Cl  -5.78756  -0.29144  1.12693  -0.023
H  -4.33812  -2.44244  2.51767  0.229
H  -2.62250  -2.19861  2.88244  0.220
H  -3.78442  -0.87866  3.09681  0.227
H  -1.30134  -2.05528  0.99686  0.242
H  0.03487  -2.95873  -0.55768  0.210
H  2.39352  -2.52403  -1.59052  0.258
H  1.57537  -1.39211  -2.66649  0.211
H  1.10895  -3.09053  -2.67736  0.221
H  0.54927  0.29559  -1.65603  0.266
H  2.00244  1.28776  -1.50960  0.212
H  -1.29462  1.01294  0.76360  0.241
H  -1.89662  3.57843  1.35349  0.231
H  0.03547  5.04872  0.11241  0.205
H  1.85064  0.82185  1.92429  0.227
H  2.88520  2.39384  0.17705  0.242
H  3.93533  1.97419  1.51947  0.229
H  4.12490  0.88007  -1.32710  0.239
H  5.42207  1.49254  -0.27271  0.255
H  3.97647  -0.23771  2.56212  0.249
H  3.01705  -1.56471  1.85472  0.298
H  -2.67249  -0.15533  -2.57483  0.221
H  -5.43276  1.43750  -1.17396  0.228
H  -4.83865  0.77599  -2.70564  0.216
H  -6.05499  -0.09761  -1.76087  0.229

Properties
Energy relative to the best compared isomer or geometry (same formula, charge and spin) ... 240.9 kJ/mol
SMILES string ... Cc1cc(O[C@@H](C)C(=O)N(Cc2ccco2)[C@@H]2CCS(=O)(=O)C2)cc(C)c1Cl

=====

A cluster of 4 separate species, C20H24F24NO8P2 in total. Source: OMol25; level of theory: ωB97M-V/def2-TZVPD.

Each line ends with the Mulliken charge.
Positions of all 79 atoms, in Å:
C  -2.70811  0.44367  3.74773  -1.010
C  -1.42710  0.39347  2.81867  0.349
P  -0.03973  -0.63969  3.53217  0.061
C  0.55393  0.08927  5.17856  -0.975
N  1.34829  -0.45828  2.47030  -0.200
C  1.12982  -1.02664  1.11395  0.749
C  1.19583  -2.60739  1.18073  0.411
O  2.30847  -3.13689  1.27206  -0.750
O  0.08603  -3.22105  1.09991  -0.737
P  2.42046  -0.25066  0.00526  0.441
O  2.51515  -0.95277  -1.29710  -0.356
O  1.94751  1.35641  -0.25972  -0.467
O  3.89573  -0.15876  0.77917  -0.537
H  -3.00758  1.51282  3.91504  0.195
H  -2.53625  -0.00696  4.75723  0.302
H  -3.57544  -0.02737  3.22590  0.320
H  -1.07234  1.46267  2.73236  -0.090
H  -1.68919  0.04325  1.78822  -0.026
H  0.84501  -0.77463  5.81209  0.314
H  -0.19386  0.77310  5.63801  0.301
H  1.49181  0.68346  4.98975  0.266
H  2.17194  -0.85690  2.92273  0.350
H  0.12085  -0.75523  0.73323  -0.405
H  1.53771  1.65758  0.57561  0.298
H  3.78046  0.38277  1.58099  0.325
C  -1.23176  0.88737  -3.79593  -0.954
C  -1.09639  0.31758  -2.37102  0.960
C  -0.59378  -1.12229  -2.26459  0.111
F  -1.43044  -1.99923  -2.87542  -0.271
F  -0.51774  -1.50542  -0.97124  -0.286
F  -2.27755  0.47008  -1.71838  -0.339
F  -0.20690  1.10674  -1.72111  -0.234
O  -2.53571  0.86944  -4.38582  -0.445
C  -2.95157  -0.29515  -5.02828  0.807
C  -4.15825  -0.93948  -4.34202  0.170
F  -3.88715  -1.25629  -3.06219  -0.187
F  -4.50261  -2.08907  -4.97190  -0.266
F  -1.91794  -1.14114  -5.16528  -0.233
F  -3.30643  0.07276  -6.28333  -0.323
H  -0.99811  1.95004  -3.71414  0.469
H  -0.47557  0.48837  -4.47392  0.347
H  0.40430  -1.22831  -2.70011  0.219
H  -5.01593  -0.26266  -4.35080  0.246
C  0.58721  7.01690  4.24558  -0.780
C  1.22360  5.72505  3.69721  0.961
C  0.60957  5.15679  2.41761  0.113
F  -0.68407  4.81669  2.57386  -0.210
F  1.26229  4.02935  2.04974  -0.258
F  1.24600  4.79454  4.67651  -0.246
F  2.52898  6.01653  3.42399  -0.338
O  -0.36118  6.87612  5.30380  -0.411
C  -1.68792  6.60309  4.96688  0.772
C  -2.15179  5.23794  5.48177  0.169
F  -1.39298  4.24095  4.98724  -0.159
F  -3.42657  4.99695  5.09563  -0.272
F  -1.86605  6.74878  3.64185  -0.272
F  -2.43068  7.56858  5.55386  -0.306
H  1.40369  7.58023  4.70031  0.401
H  0.21307  7.66390  3.45048  0.352
H  0.68248  5.87064  1.59152  0.201
H  -2.09982  5.19699  6.57225  0.243
C  2.25884  -4.52841  -2.73311  -0.805
C  1.96739  -3.60792  -3.93603  0.963
C  0.53870  -3.63310  -4.47196  0.366
F  0.17916  -4.85149  -4.92808  -0.256
F  0.41886  -2.77604  -5.52408  -0.297
F  2.86009  -3.86793  -4.92619  -0.334
F  2.22846  -2.33884  -3.52048  -0.218
O  2.86919  -5.79530  -3.01528  -0.453
C  2.04738  -6.85856  -3.37389  0.785
C  2.31744  -7.34542  -4.79944  0.188
F  2.12913  -6.36336  -5.70359  -0.209
F  1.46917  -8.35288  -5.12697  -0.268
F  0.75845  -6.53895  -3.16979  -0.272
F  2.32829  -7.86288  -2.51046  -0.309
H  3.00579  -4.00579  -2.13290  0.382
H  1.39734  -4.63208  -2.07106  0.494
H  -0.17363  -3.32486  -3.70672  0.141
H  3.34423  -7.70482  -4.89742  0.220

Properties
Net charge ... -1

=====

The molecule C20H24FN3O2. Source: OMol25; level of theory: ωB97M-V/def2-TZVPD.

Each line ends with the natural charge from an NBO analysis.
Positions of all 50 atoms, in Å:
C  -6.39490  -3.76883  -0.06677  -0.252
O  -6.52820  -2.40117  -0.36771  -0.493
C  -5.47426  -1.57474  -0.11555  0.286
C  -4.25114  -1.97141  0.41182  -0.306
C  -3.24596  -1.04529  0.63223  -0.171
C  -3.44560  0.29509  0.33096  0.102
N  -2.47039  1.28068  0.53419  -0.603
C  -1.22681  1.16517  1.07565  0.685
O  -0.75194  0.13034  1.49694  -0.619
C  -0.47752  2.48270  1.09432  -0.529
C  -0.08818  2.98923  -0.32443  -0.185
N  1.05179  2.42122  -0.97565  -0.458
C  2.37136  2.76217  -0.50083  -0.214
C  3.01651  1.71304  0.42344  -0.230
N  3.00456  0.44194  -0.25975  -0.469
C  4.00785  -0.48785  -0.07422  0.260
C  4.96140  -0.36897  0.94458  -0.282
C  6.00097  -1.27102  1.06341  -0.262
C  6.09464  -2.31619  0.16643  0.359
F  7.11217  -3.20557  0.28177  -0.333
C  5.16885  -2.47162  -0.84892  -0.262
C  4.14049  -1.56114  -0.96707  -0.259
C  1.64774  0.03268  -0.56691  -0.248
C  0.99242  1.07064  -1.48809  -0.219
C  -4.67170  0.69260  -0.20256  -0.215
C  -5.67132  -0.22722  -0.42278  -0.241
H  -6.20812  -3.92964  0.99993  0.176
H  -7.34640  -4.22379  -0.33756  0.200
H  -5.59341  -4.23329  -0.65034  0.175
H  -4.06124  -3.00336  0.65989  0.220
H  -2.30391  -1.36405  1.04505  0.247
H  -2.75936  2.20808  0.25457  0.394
H  0.41882  2.36191  1.70111  0.232
H  -1.10949  3.23992  1.56293  0.220
H  0.10173  4.06490  -0.24531  0.200
H  -0.94373  2.85454  -0.99560  0.189
H  2.33394  3.72797  0.00569  0.199
H  3.01779  2.85859  -1.38299  0.195
H  4.04466  2.02339  0.61130  0.212
H  2.48078  1.65578  1.38385  0.172
H  4.88817  0.42398  1.67153  0.213
H  6.72936  -1.17408  1.85332  0.226
H  5.26570  -3.29259  -1.54202  0.227
H  3.43993  -1.67403  -1.77946  0.212
H  1.64649  -0.93731  -1.05983  0.209
H  1.06995  -0.06086  0.36314  0.216
H  -0.04820  0.79662  -1.66868  0.203
H  1.52645  1.06443  -2.44756  0.192
H  -4.84069  1.73299  -0.44431  0.204
H  -6.62199  0.07344  -0.83312  0.226

Properties
Energy relative to the best compared isomer or geometry (same formula, charge and spin) ... 140.3 kJ/mol
SMILES string ... COc1ccc(NC(=O)CCN2CCN(c3ccc(F)cc3)CC2)cc1

=====

The molecule C20H24FN5O2S. Source: OMol25; level of theory: ωB97M-V/def2-TZVPD.

Each line ends with the natural charge from an NBO analysis.
Positions of all 53 atoms, in Å:
C  4.85656  0.96268  1.72855  -0.603
C  5.17353  0.13471  0.14963  -0.197
N  3.99865  -0.58458  -0.14137  -0.503
C  3.89618  -1.81463  0.19254  -0.132
C  4.98215  -2.86120  -0.64142  -0.599
C  2.92816  -0.16099  -0.74920  0.761
O  2.04990  -0.71133  -1.35105  -0.615
C  3.03411  1.45392  -1.45353  -0.613
S  1.28742  2.08560  -1.78860  0.264
C  0.81474  1.38507  -0.22701  0.179
N  1.52580  1.63116  1.01781  -0.306
N  0.69576  1.08927  1.83825  -0.293
C  -0.54776  0.84375  1.59564  0.281
C  -1.68951  0.25100  2.35431  -0.256
N  -1.44789  -1.19771  2.38474  -0.590
C  -1.84991  -1.86471  1.20975  0.119
C  -3.09525  -1.80359  0.44938  -0.263
C  -3.42745  -2.60430  -0.40524  -0.238
C  -2.67450  -3.84939  -0.76401  0.390
F  -3.05693  -4.52509  -1.70721  -0.274
C  -1.49887  -4.02252  -0.06770  -0.280
C  -1.03473  -2.87934  0.95974  -0.215
N  -0.44361  0.98168  0.17878  -0.391
C  -1.58526  0.98088  -0.75278  -0.298
C  -2.49980  2.17009  -0.65084  0.301
C  -3.98723  2.00546  -0.33494  -0.329
C  -4.48050  3.26882  -0.31697  -0.294
C  -3.45306  4.16830  -0.07860  0.060
O  -2.23049  3.46575  -0.39654  -0.415
H  4.90762  0.20264  2.42497  0.192
H  5.72663  1.77998  1.88541  0.198
H  3.89196  1.42229  1.56681  0.241
H  6.04171  -0.29825  0.36440  0.205
H  5.59515  1.13187  -0.53800  0.220
H  4.23101  -1.84920  1.34451  0.152
H  2.98083  -2.13838  0.19308  0.214
H  4.51968  -2.88047  -1.60104  0.207
H  6.00197  -2.63811  -0.60946  0.203
H  4.79738  -3.72509  -0.36383  0.187
H  3.67434  1.47394  -2.30563  0.220
H  3.44156  2.28774  -0.58256  0.232
H  -2.66212  0.51826  1.82368  0.223
H  -1.61695  0.53502  3.29036  0.220
H  -0.72342  -1.34681  2.94342  0.390
H  -3.62852  -1.03309  1.00448  0.218
H  -4.50104  -2.36638  -0.86137  0.222
H  -0.85927  -4.78640  -0.07020  0.200
H  -0.12190  -3.24425  1.27804  0.211
H  -1.97856  -0.15029  -0.78599  0.284
H  -1.05966  1.33728  -1.85488  0.245
H  -4.45924  1.08701  -0.53126  0.219
H  -5.45288  3.74292  -0.31960  0.235
H  -3.27629  5.17918  0.07436  0.209

Properties
Energy relative to the best compared isomer or geometry (same formula, charge and spin) ... 1421.2 kJ/mol
SMILES string ... CCN(CC)C(=O)CSc1nnc(CNc2ccc(F)cc2)n1Cc1ccco1

=====

A structure of composition C20H24N2O4PS2TeV. Source: OMol25; level of theory: ωB97M-V/def2-TZVPD.

Each line ends with the Löwdin spin population.
Positions of all 55 atoms, in Å:
V  0.08398  -0.30723  -0.43944  1.274
C  3.10409  -0.83051  -1.35027  -0.016
C  2.08087  0.23572  -1.06023  -0.109
N  1.70540  0.40471  0.24577  -0.078
N  1.75506  1.65514  0.85378  0.003
C  0.70463  1.86481  1.55770  -0.010
S  -0.64508  0.78775  1.57775  -0.024
S  0.63822  3.37922  2.50536  -0.001
C  0.84660  4.56666  1.13312  -0.001
C  -0.46534  5.04957  0.58429  0.000
C  -1.30110  4.17350  -0.10845  0.001
C  -2.51150  4.61885  -0.61187  0.000
C  -2.91022  5.93870  -0.43055  0.000
C  -2.08984  6.81091  0.26589  0.000
C  -0.87455  6.36406  0.77114  0.000
C  1.92027  1.36628  -1.99622  -0.006
C  2.93711  1.92901  -2.76014  -0.010
C  2.68486  3.01888  -3.58289  -0.001
C  1.39989  3.54758  -3.64539  -0.010
C  0.36372  2.98766  -2.91560  -0.002
C  0.61131  1.87900  -2.09872  -0.003
O  -0.35290  1.28607  -1.40875  0.001
H  4.11831  -0.47927  -1.12118  -0.007
H  2.91772  -1.71338  -0.73623  -0.001
H  3.07184  -1.13677  -2.39683  0.000
H  1.44412  5.40287  1.49658  0.000
H  1.43082  4.05111  0.37146  0.000
H  -1.01136  3.13546  -0.23947  0.000
H  -3.14933  3.92612  -1.14789  0.000
H  -3.85817  6.28099  -0.82802  0.000
H  -2.39243  7.84013  0.41916  0.000
H  -0.23306  7.04846  1.31613  0.000
H  3.93759  1.51564  -2.69218  0.000
H  3.48485  3.45944  -4.16566  0.000
H  1.19916  4.40539  -4.27760  -0.001
H  -0.64275  3.38415  -2.97532  0.000
C  -3.97487  -2.22971  -1.81270  0.000
C  -3.54758  -3.19583  -0.73061  0.000
O  -2.28527  -3.83060  -1.01704  0.000
P  -0.92124  -2.99081  -0.96277  0.004
O  -1.06197  -1.94388  0.12867  0.005
Te  -0.15396  -1.88315  -2.87454  -0.012
O  0.13050  -4.11007  -0.52640  0.002
C  0.08907  -4.60730  0.82943  0.000
C  1.10319  -3.88216  1.68481  0.001
H  -4.99022  -1.88470  -1.60741  0.000
H  -3.96181  -2.71406  -2.78973  0.000
H  -3.31880  -1.36062  -1.85434  0.000
H  -4.25047  -4.02325  -0.64286  0.000
H  -3.46702  -2.69542  0.23502  0.000
H  0.31270  -5.67113  0.75176  0.000
H  -0.92144  -4.49855  1.22895  0.000
H  2.10832  -4.01775  1.28482  0.000
H  1.07963  -4.27707  2.70294  0.000
H  0.88101  -2.81635  1.72733  0.000

Properties
Multiplicity ... 2
Net charge ... -1
<S²> ... 0.888

=====

The molecule C20H24N2O5S. Source: OMol25; level of theory: ωB97M-V/def2-TZVPD.

Each line ends with the natural charge from an NBO analysis.
Positions of all 52 atoms, in Å:
C  -2.87570  -4.70747  -0.25215  -0.634
C  -2.37088  -3.74121  -1.31429  -0.075
O  -2.33993  -2.40016  -0.82760  -0.501
C  -1.26687  -2.03707  -0.12098  0.803
O  -0.33538  -2.79790  0.10127  -0.662
C  -1.30503  -0.66302  0.35693  -0.283
C  -0.22784  -0.14980  1.05883  0.073
N  0.92657  -0.83361  1.33403  -0.634
C  1.98617  -0.23783  1.92878  0.688
O  1.93682  0.92202  2.30239  -0.615
C  3.21769  -1.10716  2.07976  -0.507
C  3.60186  -1.85217  0.80017  -0.497
C  3.60377  -1.04779  -0.49690  0.678
O  3.62604  -1.61038  -1.57071  -0.622
N  3.62414  0.29901  -0.37947  -0.617
C  3.44878  1.15401  -1.53992  -0.275
C  2.09366  1.78199  -1.55905  0.255
C  1.66926  3.03101  -1.21104  -0.298
C  0.27124  3.05024  -1.43292  -0.320
C  -0.04954  1.81081  -1.89051  0.098
O  1.04332  1.03674  -1.96636  -0.398
S  -0.45267  1.47448  1.56269  0.523
C  -2.03568  1.48432  0.82888  -0.210
C  -2.34667  0.31112  0.22119  -0.015
C  -3.65077  0.10764  -0.48541  -0.423
C  -4.35235  1.44270  -0.73254  -0.390
C  -4.34507  2.29595  0.53204  -0.386
C  -2.90955  2.68994  0.87876  -0.433
H  -2.18640  -4.72792  0.58838  0.223
H  -2.94682  -5.70624  -0.67298  0.217
H  -3.85650  -4.39883  0.10202  0.210
H  -1.36479  -4.02627  -1.63862  0.203
H  -3.04547  -3.71336  -2.17262  0.190
H  0.91920  -1.79499  0.97912  0.460
H  3.02096  -1.83841  2.86819  0.246
H  4.03357  -0.46782  2.42363  0.233
H  2.93387  -2.69854  0.62421  0.237
H  4.60517  -2.27070  0.91533  0.245
H  3.54492  0.74940  0.51757  0.407
H  4.21325  1.93509  -1.53682  0.214
H  3.57371  0.50826  -2.41403  0.258
H  2.27389  3.83569  -0.84669  0.226
H  -0.39226  3.87471  -1.27280  0.225
H  -0.98249  1.37058  -2.18089  0.205
H  -4.28567  -0.54085  0.12567  0.212
H  -3.48134  -0.41038  -1.42998  0.228
H  -3.83614  1.98406  -1.52838  0.193
H  -5.37728  1.26014  -1.05969  0.210
H  -4.77534  1.72352  1.35587  0.199
H  -4.95011  3.19260  0.38925  0.209
H  -2.54696  3.43213  0.16030  0.206
H  -2.86155  3.14641  1.86964  0.219

Properties
Energy relative to the best compared isomer or geometry (same formula, charge and spin) ... 0.0 kJ/mol
SMILES string ... CCOC(=O)c1c(NC(=O)CCC(=O)NCc2ccco2)sc2c1CCCC2

=====

Number 1: calculated total energy -56214.372 eV. Number 2: calculated total energy -122800.239 eV. Number 3: calculated total energy -32411.991 eV. Number 4: calculated total energy -46212.803 eV. Number 5: calculated total energy -96245.628 eV. Number 6: calculated total energy -45184.084 eV.